1.
Molecular formula: C3H7NO
Method: DFT, ωB97M-V/def2-TZVPD

The geometry in XYZ format:
```
12
Properties=species:S:1:pos:R:3:forces:R:3
C 0.813144 1.667564 0.380470 3.740 0.967 -1.694
C -0.154175 0.723625 -0.082318 2.031 -6.776 0.713
N 0.068094 -0.660982 0.152106 -0.328 4.595 -0.768
C -0.841068 -1.616847 -0.474878 0.087 -2.120 5.897
O 1.028833 -1.126785 0.813996 -0.106 -0.084 -0.320
H 1.279452 2.425913 -0.352708 -1.481 -0.968 0.416
H 1.795729 1.221855 0.697965 -1.422 -0.220 0.257
H 0.375664 2.215806 1.132774 -0.549 1.550 2.077
H -1.082693 0.817187 -0.502689 -1.904 1.000 -1.150
H -0.414895 -2.095933 -1.257892 2.119 -1.952 -1.848
H -1.232804 -2.363894 0.408918 1.178 1.675 -2.418
H -1.635280 -1.207509 -0.915745 -3.365 2.334 -1.162
```
Positions in Å, forces in eV/Å.

Output
SMILES   C/C=[N+](/C)[O-]
F_max   7.110 eV/Å
Total energy   -6758.4486 eV
Highest occupied orbital energy   -8.173 eV
Orbital gap   0.33530 hartree
Relative energy (zero: lowest compared OMol25 entry of this formula, charge and spin)   99.2 kcal/mol

Here are the Mulliken charges for atoms 1 to 2, given in e:
1. C -1.00
2. C -0.07


2.
Molecular formula: C3H7NO
Method: DFT, ωB97M-V/def2-TZVPD

The geometry in XYZ format:
```
12
Properties=species:S:1:pos:R:3:forces:R:3
C -1.933336 -0.425915 -0.055761 2.554 -0.510 -1.062
C -0.416842 0.061732 0.035842 -0.912 -7.586 -0.997
C 0.037901 1.325328 0.023148 2.211 6.531 -1.329
N 0.495793 -0.897477 0.084322 -1.452 1.856 -0.984
O 1.796661 -0.448858 -0.021693 1.246 2.505 -0.450
H -2.334954 -0.461290 1.003567 0.128 -0.321 -1.504
H -2.511932 0.342006 -0.716350 0.906 -1.730 1.144
H -1.657436 -1.503721 -0.605202 -1.814 2.721 1.678
H 1.050932 1.608664 -0.659461 -2.995 -0.376 1.493
H 0.267430 1.430300 1.055072 1.143 1.016 1.107
H -0.724291 2.073385 -0.152010 -0.024 0.243 -0.469
H 1.940075 0.616993 -0.361699 -0.991 -4.349 1.373
```
Positions in Å, forces in eV/Å.

Output
SMILES   CC(C)=NO
F_max   7.706 eV/Å
Total energy   -6757.7627 eV
Highest occupied orbital energy   -9.036 eV
Orbital gap   0.35694 hartree
Relative energy (zero: lowest compared OMol25 entry of this formula, charge and spin)   115.0 kcal/mol

Here are the Mulliken charges for atoms 1 to 2, given in e:
1. C -0.76
2. C 0.73


3.
Molecular formula: C3H7NO
Method: DFT, ωB97M-V/def2-TZVPD

The geometry in XYZ format:
```
12
Properties=species:S:1:pos:R:3:forces:R:3
C 1.935069 -0.176554 0.550602 0.224 0.169 0.013
N 0.811752 -0.525552 -0.102914 -0.412 -0.119 -0.190
C -0.393372 0.012412 -0.025372 0.172 -0.669 -0.030
O -0.466742 1.150704 0.721807 -0.071 0.125 -0.430
C -1.636975 -0.686480 -0.407425 -0.022 -0.109 -0.053
H 0.009008 1.714274 0.092606 0.204 1.042 0.742
H 2.858298 -0.622234 0.226970 -0.046 -0.045 0.048
H 1.842927 0.432528 1.437948 0.039 0.010 -0.274
H 0.895997 -1.244018 -0.812507 0.029 -0.150 0.192
H -2.417264 0.019487 -0.712141 0.208 -0.096 0.031
H -2.011470 -1.251701 0.455035 -0.208 -0.102 -0.151
H -1.444540 -1.379025 -1.232162 -0.118 -0.056 0.103
```
Positions in Å, forces in eV/Å.

Output
F_max   1.296 eV/Å
Total energy   -6759.4578 eV
Highest occupied orbital energy   -6.232 eV
Orbital gap   0.25719 hartree
Relative energy (zero: lowest compared OMol25 entry of this formula, charge and spin)   75.9 kcal/mol

Here are the Mulliken charges for atoms 1 to 2, given in e:
1. C -0.69
2. N -0.13


4.
Molecular formula: C3H7NO
Method: DFT, ωB97M-V/def2-TZVPD

The geometry in XYZ format:
```
12
Properties=species:S:1:pos:R:3:forces:R:3
C -1.496860 -0.232710 0.012596 -1.901 -0.649 0.741
N -0.346216 -1.050233 -0.066268 2.953 1.945 -0.496
C 0.937190 -0.524021 0.018538 2.199 -1.072 -0.386
C 1.163546 1.004236 -0.026916 -1.832 -0.352 -0.781
O 1.955833 -1.256011 0.011672 -2.432 1.048 0.221
H -1.237509 0.797416 0.034536 0.316 0.717 -0.240
H -1.909397 -0.403549 1.016830 -0.758 0.069 -0.381
H -2.266427 -0.372873 -0.795792 0.787 -0.150 0.781
H -0.333548 -2.032466 -0.042149 -0.434 -1.209 0.024
H 0.379185 1.364063 -0.786660 1.678 0.074 0.853
H 0.943478 1.516996 0.921698 -0.004 -0.321 -0.209
H 2.210723 1.189147 -0.298084 -0.573 -0.102 -0.126
```
Positions in Å, forces in eV/Å.

Output
SMILES   CNC(C)=O
F_max   3.571 eV/Å
Total energy   -6761.9451 eV
Highest occupied orbital energy   -9.572 eV
Orbital gap   0.38399 hartree
Relative energy (zero: lowest compared OMol25 entry of this formula, charge and spin)   18.6 kcal/mol

Here are the Mulliken charges for atoms 1 to 2, given in e:
1. C -0.79
2. N -0.14